The following is a DFT calculation (ωB97M-V/def2-TZVPD) of 3 unconnected molecules or ions with the total composition C6H17NO2 at a distorted geometry.

Output
Relative energy (zero: lowest compared OMol25 entry of this formula, charge and spin) (kcal per mole): 68.1
Highest occupied orbital energy (eV): -8.97
Spin multiplicity: 1
Frontier orbital gap (eV): 9.5

Element x y z (Å)
C 1.161 -1.403 -1.502
C 0.324 -0.479 -1.991
C -0.945 -0.069 -1.303
C -0.675 0.487 0.135
C -1.446 -0.337 1.212
C -0.536 -1.173 2.132
N -2.422 0.633 1.953
H 2.192 -1.494 -1.845
H 0.781 -1.873 -0.648
H 0.371 0.017 -2.964
H -1.625 -1.035 -1.227
H -1.599 0.559 -1.889
H 0.347 0.200 0.373
H -0.854 1.583 0.280
H -2.177 -1.071 0.778
H 0.459 -1.241 1.617
H -0.995 -2.175 2.342
H -0.501 -0.520 3.147
H -2.723 1.308 1.326
H -1.856 1.064 2.692
O 0.968 2.748 -1.096
H 1.925 2.723 -1.256
H 0.747 1.813 -1.344
O 2.916 0.111 -0.097
H 3.082 -0.760 0.139
H 3.080 0.382 -0.962

Forces on the atoms, in the same order (eV/Å):
C -0.333 1.956 -1.741
C -0.474 -0.122 -1.038
C -1.539 -2.218 1.086
C -0.546 -1.355 0.346
C -2.791 0.918 -0.092
C -0.494 1.748 1.670
N 2.420 -3.230 1.833
H -0.628 -0.671 -0.214
H 0.209 -0.929 1.463
H 1.086 -0.091 0.138
H 1.344 1.664 0.149
H 0.270 0.553 -0.331
H 0.358 0.972 -0.324
H 0.293 -1.063 -0.349
H 0.799 0.756 -0.211
H -0.771 -0.217 1.022
H 0.663 0.976 -0.043
H 0.535 -1.863 -2.070
H -0.545 1.565 -1.321
H -0.465 0.195 -0.373
O 0.378 -1.490 -0.724
H -0.241 0.445 0.219
H -0.017 1.215 0.460
O -0.881 2.867 2.706
H 0.745 -2.295 -0.208
H 0.625 -0.284 -2.052

The following is a DFT calculation (ωB97M-V/def2-TZVPD) of C7H9NO3 in the gas phase at a distorted geometry.

Output
Relative energy (zero: lowest compared OMol25 entry of this formula, charge and spin) (kcal per mole): 48.1
Highest occupied orbital energy (eV): -8.63
Spin multiplicity: 1
Frontier orbital gap (eV): 8.8

Element x y z (Å)
C -0.840 0.940 0.277
C 1.331 0.990 -0.684
C -0.241 -2.399 -1.518
C -0.292 -1.934 -0.254
C 0.304 -0.830 0.545
C 0.508 -0.861 2.025
C -0.431 2.873 -1.074
N 0.036 1.639 -0.456
O -1.977 1.170 0.541
O 2.145 1.516 -1.353
O 1.447 -0.222 -0.131
H -0.783 -3.205 -1.943
H 0.409 -1.828 -2.180
H -0.989 -2.301 0.489
H 1.372 -1.603 2.221
H -0.478 -1.332 2.443
H 0.804 0.231 2.367
H 0.186 3.630 -0.531
H -0.143 3.009 -2.121
H -1.419 3.046 -0.856

Forces on the atoms, in the same order (eV/Å):
C 0.815 -3.235 -0.252
C -2.479 0.424 0.283
C 1.427 2.443 1.254
C -1.039 -0.308 1.181
C -0.644 4.548 -2.751
C 0.303 -0.847 0.539
C 4.486 1.287 0.436
N 0.462 -1.977 0.046
O 0.183 -0.083 0.409
O 1.184 0.433 -0.568
O -0.190 -0.095 0.321
H -0.586 -0.544 0.143
H 0.081 -0.418 -0.154
H -0.486 -1.087 -0.406
H -1.238 1.191 0.123
H 1.904 1.322 -0.189
H -0.867 -2.531 -0.275
H -0.726 0.084 -0.577
H -0.311 -0.617 0.137
H -2.277 0.010 0.301

The following is a DFT calculation (ωB97M-V/def2-TZVPD) of 2 unconnected molecules or ions with the total composition C6H10N2O2 at a distorted geometry.

Output
Relative energy (zero: lowest compared OMol25 entry of this formula, charge and spin) (kcal per mole): 117.5
Highest occupied orbital energy (eV): -9.52
Spin multiplicity: 1
Frontier orbital gap (eV): 10.1

Element x y z (Å)
C 0.304 -0.996 -0.874
C 3.972 -0.210 -0.098
C -0.723 -1.781 -0.175
C -1.849 -0.831 0.310
C -1.390 0.557 -0.219
C -1.109 1.569 0.836
N -0.055 0.244 -0.825
N 2.985 -0.287 -0.737
O 0.708 1.348 -1.078
O 4.973 -0.191 0.482
H -0.947 -2.688 -0.885
H -0.392 -2.327 0.767
H -2.754 -0.998 -0.033
H -2.011 -0.629 1.437
H -1.931 1.080 -0.930
H -0.622 1.168 1.600
H -2.001 2.149 1.291
H -0.529 2.454 0.549
H 1.496 1.171 -0.553
H 1.877 -0.802 -0.864

Forces on the atoms, in the same order (eV/Å):
C 2.180 1.491 0.843
C -0.549 -0.842 -0.206
C -0.940 -2.902 0.528
C 3.352 2.848 1.894
C 1.771 -0.103 1.165
C -3.073 4.149 -0.692
N -1.632 -1.032 0.545
N -2.997 -0.208 -1.002
O -0.213 -0.242 -0.787
O 1.928 0.430 1.157
H -0.383 1.732 1.262
H 0.520 0.697 -1.375
H -4.344 -1.311 -1.884
H 0.773 -1.111 -1.539
H -1.553 0.231 -1.835
H 2.176 -1.926 3.559
H 0.724 -1.558 -0.803
H 0.092 -0.541 -0.628
H 0.984 0.055 -0.146
H 1.184 0.142 -0.057

The following is a DFT calculation (ωB97M-V/def2-TZVPD) of 3 unconnected molecules or ions with the total composition C4H15NO3 at a distorted geometry.

Output
Relative energy (zero: lowest compared OMol25 entry of this formula, charge and spin) (kcal per mole): 23.5
Highest occupied orbital energy (eV): -9.03
Spin multiplicity: 1
Frontier orbital gap (eV): 9.5

Element x y z (Å)
C 2.243 1.369 -1.829
N 1.425 1.704 -0.653
C 1.851 0.945 0.546
C 0.661 0.636 1.427
C -0.410 -0.235 0.794
O -0.609 -1.514 1.402
H 2.009 2.080 -2.600
H 3.288 1.539 -1.539
H 2.149 0.318 -2.110
H 0.474 1.421 -0.858
H 2.466 0.071 0.295
H 2.536 1.618 1.076
H 0.966 0.245 2.397
H 0.200 1.577 1.734
H -0.186 -0.500 -0.243
H -1.370 0.272 0.656
H -0.864 -1.444 2.329
O -3.286 -2.110 0.699
H -3.727 -1.253 0.743
H -2.391 -1.947 1.068
O -2.117 -1.701 -1.853
H -2.597 -1.822 -1.010
H -2.711 -1.268 -2.471

Forces on the atoms, in the same order (eV/Å):
C 0.430 0.332 1.337
N -0.052 -0.806 0.067
C 0.427 0.964 -0.237
C -0.331 0.393 0.553
C -0.265 -0.494 -0.839
O -0.165 -0.245 0.235
H -0.134 -0.066 -0.654
H -0.126 -0.043 -0.206
H -0.072 0.023 -0.376
H -0.043 0.149 -0.124
H -0.414 -0.280 -0.090
H -0.048 -0.195 0.204
H 0.225 -0.503 -0.089
H -0.006 0.292 -0.298
H 0.412 -0.031 0.091
H -0.087 0.207 0.554
H 0.259 0.340 0.051
O 0.191 0.323 0.111
H -0.073 -0.114 0.121
H -0.171 -0.177 -0.271
O 0.207 0.116 0.130
H -0.053 -0.131 -0.388
H -0.109 -0.054 0.118

The following is a DFT calculation (ωB97M-V/def2-TZVPD) of C9H10N2O2 in the gas phase at a distorted geometry.

Output
Relative energy (zero: lowest compared OMol25 entry of this formula, charge and spin) (kcal per mole): 134.2
Highest occupied orbital energy (eV): -8.12
Spin multiplicity: 1
Frontier orbital gap (eV): 8.9

Element x y z (Å)
C 0.307 1.736 -2.508
C 0.898 1.764 -1.198
N 0.872 0.920 -0.263
C 0.329 -0.352 -0.152
C 0.833 -1.409 -0.797
C 0.587 -2.763 -0.424
C -0.275 -2.986 0.635
C -0.924 -1.895 1.247
C -0.656 -0.592 0.847
C -1.367 0.532 1.441
N -0.767 1.498 2.076
O -1.402 2.379 2.680
O 0.574 1.419 2.097
H 0.148 0.655 -2.779
H 0.918 2.269 -3.403
H -0.766 2.194 -2.439
H 1.553 2.625 -1.188
H 1.677 -1.355 -1.502
H 1.010 -3.534 -1.198
H -0.376 -4.001 0.928
H -1.675 -1.957 2.000
H -2.433 0.603 1.583
H 0.936 2.250 2.317

Forces on the atoms, in the same order (eV/Å):
C -2.450 -0.552 -3.588
C 1.283 -0.123 0.267
N 0.773 0.713 -0.825
C -1.165 1.505 1.119
C 2.319 -3.279 -1.275
C -0.086 0.795 -1.836
C 0.302 0.193 -0.490
C 0.558 0.392 -1.040
C 0.396 -0.135 -0.577
C 0.224 -0.027 0.528
N -2.043 -0.750 -0.319
O 1.038 1.012 0.302
O 0.241 -1.676 0.632
H -0.033 1.026 -0.157
H -1.395 -1.123 2.435
H 1.863 -0.568 -0.385
H 0.344 0.380 1.377
H -0.627 0.701 0.048
H -0.781 1.122 2.251
H -0.632 -0.618 0.553
H -0.317 -0.680 0.573
H -0.054 -0.289 -0.175
H 0.244 1.981 0.583

The following is a DFT calculation (ωB97M-V/def2-TZVPD) of a molecular structure, C9H24LuO3P2 at a distorted geometry.

Output
Relative energy (zero: lowest compared OMol25 entry of this formula, charge and spin) (kcal per mole): 6.3
Total charge: +1
Highest occupied orbital energy (eV): -11.74
Spin multiplicity: 1
Frontier orbital gap (eV): 7.9

Element x y z (Å)
Lu 0.441 -0.785 -1.043
H 1.287 0.213 0.312
H 0.992 1.135 2.977
P 0.751 1.504 -2.456
P -0.032 -2.385 1.074
C -1.743 -2.874 1.569
H -1.680 -3.827 2.123
H -2.172 -2.076 2.183
H -2.335 -3.003 0.654
C 0.473 -4.014 0.340
H 1.563 -4.016 0.194
H 0.170 -4.795 1.059
H -0.041 -4.138 -0.624
C 0.932 -2.506 2.620
H 0.622 -1.701 3.310
H 0.774 -3.507 3.075
H 2.001 -2.375 2.371
C 1.323 0.635 -3.971
H 1.448 1.339 -4.792
H 2.270 0.125 -3.787
H 0.585 -0.122 -4.250
C -0.530 2.593 -3.150
H -0.851 3.330 -2.406
H -0.185 3.120 -4.049
H -1.408 1.995 -3.413
C 2.135 2.640 -2.145
H 2.984 2.075 -1.726
H 2.475 3.159 -3.063
H 1.852 3.396 -1.393
C -1.339 0.360 -0.286
O -2.379 0.807 -0.010
H -0.859 -1.511 -2.145
C -1.789 2.799 3.004
O -0.568 2.289 2.407
C -0.109 1.113 2.855
O -0.844 0.180 3.159
H -1.631 2.942 4.084
H -2.648 2.143 2.844
H -1.934 3.744 2.496

Forces on the atoms, in the same order (eV/Å):
Lu 2.563 -0.994 -0.475
H 0.106 0.635 0.611
H -0.423 -0.260 -0.407
P 0.318 0.909 -1.053
P -0.546 -1.737 0.894
C 0.363 0.346 -0.091
H -0.135 0.486 -0.184
H -0.032 -0.265 -0.054
H 0.040 -0.017 0.268
C -0.034 0.469 -0.109
H -0.298 -0.243 0.006
H 0.257 0.191 -0.491
H 0.177 -0.246 0.260
C 0.186 0.383 0.240
H 0.158 -0.477 -0.268
H 0.070 0.648 -0.254
H -0.453 -0.091 0.197
C -0.151 -0.265 0.194
H 0.074 -0.017 -0.038
H 0.094 0.054 -0.054
H -0.001 0.079 -0.114
C -0.519 0.010 0.119
H 0.105 -0.108 -0.090
H 0.077 -0.160 0.258
H 0.102 0.070 -0.020
C 0.508 0.296 0.362
H -0.282 0.210 -0.156
H -0.314 -0.316 0.383
H 0.056 -0.332 -0.292
C -5.780 2.342 1.608
O 4.427 -1.645 -1.015
H -1.129 -0.208 -0.499
C -0.038 -0.281 -0.039
O 0.448 -0.001 0.453
C -1.371 -0.794 0.607
O 1.316 1.201 -0.412
H -0.042 -0.004 -0.427
H 0.255 -0.002 -0.054
H -0.154 0.133 0.136